ORCA calculation (the ωB97M-V functional and the def2-TZVPD basis) on a molecular structure, C19H18MnN3O6S.

The geometry in XYZ format:
```
48
Properties=species:S:1:pos:R:3:forces:R:3:lowdin_charge:R:1
Mn -2.4550 1.1154 -0.2959 0.0 -0.1 -0.1 0.91
C 2.3811 2.1027 2.6457 0.0 0.0 0.0 -0.08
O 3.3542 1.6671 1.7156 0.0 0.0 0.0 -0.09
C 3.1472 0.4544 1.1302 0.0 0.0 0.0 -0.28
C 2.0475 -0.3568 1.3970 0.1 0.0 0.0 0.00
C 1.8904 -1.5485 0.7071 -0.1 0.1 0.0 -0.02
C 2.8073 -1.9310 -0.2616 -0.1 -0.1 0.0 -0.31
C 3.9475 -1.1580 -0.4568 0.1 0.0 -0.1 -0.04
C 4.1149 0.0359 0.2202 0.0 0.0 0.0 -0.01
N 2.6785 -3.1402 -1.0174 0.1 0.1 -0.1 0.05
N 1.5917 -3.5044 -1.5135 0.1 -0.1 0.0 0.04
C 0.3804 -2.7605 -1.4959 -0.2 0.0 -0.1 -0.25
C -0.7006 -3.5876 -1.2610 0.2 -0.1 0.0 -0.03
C -2.0224 -3.3951 -0.8815 -0.1 0.1 0.1 -0.04
C -2.7041 -2.2052 -0.6310 0.0 -0.1 -0.3 -0.44
O -3.7615 -1.9434 -0.1348 -0.1 0.0 0.1 0.08
C -0.8261 -0.5603 -1.4386 -0.1 -0.1 -0.2 -0.26
N -0.8188 0.7676 -1.4181 0.4 0.3 -0.1 0.02
C 0.2589 1.4793 -1.7951 0.0 -0.2 -0.1 -0.10
C 1.3464 0.8104 -2.2942 0.0 0.0 0.0 -0.04
C 1.3493 -0.5799 -2.2654 0.1 -0.1 0.1 0.01
C 0.3053 -1.3372 -1.7152 0.0 0.2 -0.1 -0.08
H 2.7131 3.0754 2.9988 0.0 0.0 0.0 0.09
H 2.3061 1.4159 3.4932 0.0 0.0 0.0 0.10
H 1.3966 2.1978 2.1772 0.0 0.0 0.0 0.09
H 1.2845 -0.0765 2.1072 0.0 0.0 0.0 0.08
H 1.0083 -2.1420 0.9071 0.0 0.0 0.0 0.11
H 4.6910 -1.4953 -1.1695 0.0 0.0 0.0 0.11
H 4.9847 0.6588 0.0559 0.0 0.0 0.0 0.12
H -0.3988 -4.6313 -1.2854 0.0 0.0 0.0 0.12
H -2.6090 -4.2661 -0.6291 0.0 0.0 0.0 0.11
H 0.2018 2.5543 -1.7050 0.0 0.0 0.0 0.11
H 2.2009 1.3532 -2.6713 0.0 0.0 0.0 0.11
H 2.2040 -1.1091 -2.6594 0.1 0.0 0.0 0.12
C -2.3784 0.4148 3.6980 0.1 0.0 0.1 -0.21
S -2.0666 0.0157 1.9779 -0.2 -0.1 0.1 0.70
O -1.5521 1.4112 1.4645 -0.1 -0.1 0.0 -0.56
O -1.0053 -0.9979 1.9838 0.1 0.1 0.1 -0.44
O -2.1134 -0.9450 -1.2185 0.1 0.2 0.4 -0.02
H -1.6091 1.1204 4.0132 0.0 0.0 0.0 0.06
H -2.3079 -0.5120 4.2630 -0.1 0.0 0.0 0.06
H -3.3664 0.8584 3.8029 0.0 0.0 -0.1 0.05
C -3.5710 3.7458 -2.1057 0.0 0.0 0.0 -0.01
C -3.4510 2.6287 -1.1499 0.2 -0.1 -0.1 -0.28
O -4.1796 2.2569 -0.2678 -0.3 0.1 0.1 0.07
H -4.5415 4.2327 -2.0310 0.0 0.0 0.0 0.10
H -3.3887 3.3643 -3.1101 0.0 0.0 0.0 0.10
H -2.7642 4.4463 -1.8800 0.0 0.0 0.0 0.10
```
Positions in Å, forces in eV/Å.

* highest occupied orbital energy (alpha / beta): -0.2367 / -0.2365 hartree
* energy: -2899.5791 hartree
* orbital gap (alpha / beta): 4.491 / 5.162 eV
* energy relative to the best compared isomer or geometry (same formula, charge and spin): 0.0 kcal/mol
* expectation value of S²: 6.325
* 2S+1: 5